This record from the Open Molecules 2025 dataset describes a molecular structure, C25H54BBrCl24NO5P. The level of theory is ωB97M-V with the def2-TZVPD basis set.

Its spin multiplicity is 1. As for the net charge: 0. The orbital gap comes out at 7.68 eV. The LUMO energy is 0.238 eV.

```
112
Properties=species:S:1:pos:R:3:mulliken_charge:R:1
C 4.27 -0.07 -3.85 -0.749
C 3.23 0.58 -4.96 -0.172
C 2.64 2.02 -4.35 -0.538
C 1.02 2.22 -4.69 -0.648
C 0.11 2.46 -3.30 -0.202
C -0.56 1.02 -2.95 -0.162
C -1.82 1.10 -1.85 0.713
C -1.74 -0.03 -0.68 -0.064
N -1.56 -1.45 -1.12 0.160
O -0.93 -2.22 -0.22 -0.262
C 0.26 -2.85 -0.87 0.171
C -0.10 -4.15 -1.80 -0.238
C -0.23 -3.83 -3.41 -0.571
O -3.12 1.33 -2.47 -0.164
C -3.95 0.15 -2.64 0.503
Br -3.27 -1.17 -4.03 -0.213
B -5.38 0.71 -3.32 0.539
C -6.21 -0.06 -4.50 -0.805
O -5.95 1.97 -2.77 -0.593
P -1.47 2.77 -0.89 0.101
O -2.83 2.91 0.19 -0.424
O 0.05 2.67 -0.03 -0.444
H 3.61 -0.33 -2.89 0.175
H 5.08 0.72 -3.55 0.248
H 4.83 -1.03 -4.23 0.154
H 2.35 -0.18 -5.13 0.152
H 3.84 0.78 -5.94 0.167
H 3.30 2.91 -4.79 0.285
H 2.86 1.98 -3.20 0.250
H 0.91 3.17 -5.39 0.362
H 0.66 1.29 -5.30 0.339
H 0.92 2.83 -2.50 0.188
H -0.65 3.31 -3.60 0.183
H 0.26 0.35 -2.41 -0.244
H -0.87 0.52 -3.96 0.289
H -0.85 0.22 0.07 -0.641
H -2.73 0.07 -0.02 0.194
H -1.12 -1.56 -2.06 0.039
H 0.92 -3.26 0.04 -0.051
H 0.95 -2.07 -1.43 -0.017
H -1.05 -4.75 -1.46 0.135
H 0.82 -4.90 -1.69 0.275
H -1.35 -3.78 -3.78 0.104
H 0.28 -2.82 -3.75 0.050
H 0.28 -4.70 -4.02 0.326
H -4.31 -0.38 -1.65 -0.318
H -6.18 -1.25 -4.43 0.277
H -5.96 0.32 -5.60 0.280
H -7.36 0.22 -4.34 0.180
H -5.45 2.78 -3.12 0.304
H -2.46 2.65 1.10 0.280
H 0.67 1.99 -0.44 0.205
C -7.35 -1.05 -0.32 0.671
Cl -7.71 -2.36 -1.45 -0.174
Cl -5.76 -1.25 0.41 -0.087
H -7.38 -0.10 -0.87 0.241
H -8.11 -1.04 0.47 -0.641
C -8.97 -0.22 3.42 -0.286
Cl -7.39 0.45 3.02 -0.097
Cl -9.69 -1.05 2.03 -0.198
H -8.86 -0.94 4.24 0.271
H -9.64 0.59 3.73 0.300
C -0.08 6.11 0.73 -0.375
Cl -0.43 4.79 -0.39 -0.015
Cl 1.52 5.91 1.46 -0.185
H -0.10 7.05 0.19 0.324
H -0.83 6.11 1.52 0.186
C 0.11 5.21 5.25 -0.358
Cl -0.31 4.48 6.80 -0.178
Cl -0.82 4.50 3.93 -0.071
H -0.10 6.29 5.30 0.322
H 1.18 5.06 5.06 0.269
C 2.04 -1.09 2.13 0.543
Cl 3.80 -0.99 1.94 -0.197
Cl 1.23 0.17 1.18 -0.011
H 1.70 -2.06 1.78 0.014
H 1.79 -0.96 3.18 -0.338
C -5.74 -4.81 0.89 0.365
Cl -6.75 -6.16 0.36 -0.175
Cl -4.04 -5.09 0.49 -0.122
H -6.07 -3.90 0.40 -0.364
H -5.83 -4.70 1.98 0.276
C 7.95 -1.12 -5.75 -0.061
Cl 7.48 -1.72 -4.16 -0.093
Cl 6.58 -0.38 -6.58 -0.135
H 8.74 -0.37 -5.63 -0.035
H 8.32 -1.95 -6.35 0.326
C 5.79 -4.42 0.83 -0.253
Cl 4.33 -5.38 0.58 -0.150
Cl 6.27 -3.61 -0.67 -0.098
H 5.59 -3.66 1.59 0.187
H 6.60 -5.07 1.15 0.316
C -0.96 -1.25 5.32 -0.343
Cl 0.80 -1.15 5.14 -0.216
Cl -1.77 0.01 4.38 -0.068
H -1.30 -2.23 4.97 0.317
H -1.21 -1.12 6.37 0.275
C 0.09 1.30 8.19 0.239
Cl 0.58 0.82 9.82 -0.203
Cl -1.40 0.48 7.70 -0.169
H -0.09 2.38 8.18 -0.084
H 0.88 1.05 7.49 0.217
C 2.94 1.15 12.49 0.068
Cl 2.23 1.70 14.01 -0.156
Cl 4.62 1.70 12.33 -0.160
H 2.92 0.06 12.46 0.283
H 2.36 1.55 11.65 -0.017
C 11.04 0.24 -3.95 -0.133
Cl 11.74 -1.29 -4.49 -0.135
Cl 11.31 1.52 -5.14 -0.147
H 9.97 0.11 -3.80 0.121
H 11.51 0.53 -3.00 0.293
```